# 1
Computed, not measured: 10 unconnected molecules or ions with the total composition CH23O10 at a distorted geometry, with ωB97M-V/def2-TZVPD.

Output
**LUMO level**: -4.99 eV
**HOMO-LUMO gap**: 2.9 eV
**Energy relative to the best compared isomer or geometry (same formula, charge and spin)**: 6.087 eV
**Strongest force on any atom**: 0.0375 hartree/bohr
**Electronic energy**: -21869.1326 eV
**Net charge**: +1

Each line ends with the Löwdin charge.
Element x y z (Å)
O (0.51588, 6.26295, -0.17246)  0.379
H (0.25362, 5.34658, -0.28685)  0.179
H (0.03138, 6.76633, -0.83085)  0.184
H (0.45971, 6.59124, 0.72791)  0.189
O (-1.99305, 0.72518, -5.51468)  0.371
H (-1.03834, 0.80330, -5.57808)  0.178
H (-2.21079, -0.19841, -5.66021)  0.187
H (-2.12986, 1.03503, -4.61642)  0.173
C (-0.36359, -0.30288, 0.07207)  -0.439
O (-0.79866, 0.83773, -0.55002)  -0.497
H (-0.98304, -1.10131, -0.33645)  0.039
H (0.68727, -0.45280, -0.17558)  0.028
H (-0.38335, -0.28955, 1.16180)  0.035
O (-2.19720, 3.34401, 4.60054)  -0.049
H (-1.74431, 4.15846, 4.38194)  0.018
H (-2.42092, 2.95895, 3.75324)  0.029
O (0.14599, -5.00714, -4.37954)  -0.059
H (0.99470, -4.60813, -4.57114)  0.024
H (0.27705, -5.46215, -3.54766)  0.034
O (5.49649, -2.44538, 0.79100)  -0.051
H (4.79603, -1.80442, 0.66959)  0.025
H (5.86083, -2.57156, -0.08512)  0.024
O (3.64620, -1.47607, 5.54491)  -0.055
H (3.36720, -2.39013, 5.49125)  0.030
H (2.84135, -0.97204, 5.42495)  0.025
O (4.90391, -2.77467, -4.04001)  -0.054
H (5.44417, -3.06890, -4.77335)  0.030
H (4.99834, -1.82214, -4.03937)  0.025
O (-2.62291, -1.81598, 5.80248)  -0.053
H (-2.88246, -0.94407, 6.10021)  0.027
H (-2.58098, -1.74141, 4.84911)  0.026
O (-6.93669, 0.73386, 0.28365)  -0.052
H (-7.38253, 1.13176, -0.46410)  0.025
H (-6.05146, 0.55371, -0.03282)  0.026



# 2
Computed, not measured: 10 unconnected molecules or ions with the total composition CH23O12 at a distorted geometry, with ωB97M-V/def2-TZVPD.

Output
**LUMO level**: -11.64 eV
**HOMO-LUMO gap**: 6.5 eV
**Strongest force on any atom**: 0.0476 hartree/bohr
**Electronic energy**: -25947.8620 eV
**Net charge**: +3

Each line ends with the Löwdin charge.
Element x y z (Å)
O (0.12008, -4.13420, -0.17299)  0.327
H (0.77122, -4.52837, -0.79278)  0.204
H (0.29289, -3.14432, -0.10198)  0.130
H (-0.73672, -4.34137, -0.58680)  0.184
O (-3.17803, -0.87387, 1.09381)  0.299
H (-4.00266, -0.61899, 0.63112)  0.194
H (-2.35428, -0.42769, 0.68267)  0.103
H (-3.13674, -1.82892, 0.90960)  0.171
O (-1.34718, 3.06959, -0.34797)  0.272
H (-0.39527, 3.36422, -0.48247)  0.099
H (-1.81957, 3.04639, -1.19539)  0.175
H (-1.38347, 2.15852, 0.06498)  0.111
O (-1.15331, -1.55354, -2.52507)  0.302
H (-0.47199, -2.09870, -2.96646)  0.187
H (-2.01414, -2.01753, -2.55527)  0.196
H (-0.83048, -1.51622, -1.55604)  0.107
O (2.47254, 0.22111, -2.47379)  0.310
H (2.00327, 0.35041, -3.31647)  0.184
H (1.87512, 0.42712, -1.67959)  0.107
H (2.88316, -0.66038, -2.45279)  0.189
C (-0.00002, -0.10171, 0.10848)  -0.761
O (1.07250, 0.47564, -0.25789)  -0.031
O (-1.05215, 0.53653, 0.47097)  -0.061
O (-0.11906, -1.40757, 0.02370)  -0.142
O (-0.73989, -1.95386, 2.99017)  -0.030
H (0.08279, -1.68674, 3.41894)  0.068
H (-0.57315, -1.85863, 2.05102)  -0.037
O (-0.06235, 1.55435, 3.30151)  -0.027
H (-0.47449, 1.04076, 2.60167)  -0.016
H (0.41263, 2.25862, 2.84755)  0.035
O (3.09867, 1.95615, 1.22887)  -0.047
H (2.47645, 1.33213, 0.84253)  -0.028
H (3.72403, 1.41378, 1.72077)  0.058
O (1.13838, 3.93737, -0.55080)  0.003
H (1.63998, 3.26174, -1.01712)  0.059
H (1.78123, 4.34817, 0.04335)  0.107



# 3
Computed, not measured: a molecular structure, CH24Li2O15 at a distorted geometry, with ωB97M-V/def2-TZVPD.

Output
**LUMO level**: -0.79 eV
**HOMO-LUMO gap**: 8.5 eV
**Strongest force on any atom**: 0.1238 hartree/bohr
**Electronic energy**: -32553.9648 eV
**Net charge**: 0

Each line ends with the Löwdin charge.
Element x y z (Å)
Li (0.11133, -0.11379, -2.23543)  0.758
Li (-1.85667, -0.51279, 1.25157)  0.731
C (0.03633, 0.13121, -0.03043)  -0.771
O (-0.03867, -0.13079, 1.35657)  -0.232
O (-1.06567, 0.12521, -0.61743)  -0.164
O (1.14433, 0.42221, -0.56843)  -0.125
O (-3.30767, 0.10621, -1.91843)  -0.079
H (-2.45967, 0.27221, -1.38543)  -0.004
H (-2.95067, 0.03121, -2.79343)  0.008
O (-1.63267, 2.65021, -0.27443)  -0.023
H (-1.08867, 3.39421, -0.45243)  0.056
H (-1.03267, 1.87221, -0.25943)  0.015
O (-0.50467, 2.12421, 2.91657)  -0.024
H (-1.40567, 2.30321, 3.15357)  0.036
H (-0.40467, 1.32921, 2.42057)  -0.033
O (-3.14267, 1.12721, 1.36657)  -0.069
H (-4.03667, 1.49321, 1.41457)  0.080
H (-2.59767, 1.66321, 0.80257)  -0.029
O (0.96133, -2.59979, 2.06857)  -0.083
H (1.57933, -2.41679, 1.36857)  -0.037
H (0.47033, -1.75479, 1.99257)  -0.015
O (1.80133, -0.60579, -3.24043)  -0.068
H (2.64333, -0.35979, -2.80843)  0.052
H (2.11533, -1.38379, -3.63043)  0.030
O (-1.96267, -2.46279, 0.46757)  -0.009
H (-1.88967, -3.29379, 0.93857)  0.091
H (-2.72167, -2.51179, -0.02243)  0.020
O (2.36033, 0.09421, 2.34557)  -0.068
H (1.65433, 0.25121, 1.64557)  0.001
H (1.86433, -0.48079, 2.91857)  0.010
O (2.25933, -1.89479, -0.07743)  0.007
H (2.40233, -2.27279, -0.92043)  0.039
H (1.84733, -1.06879, -0.27043)  -0.025
O (3.35533, 1.27821, -1.52743)  -0.045
H (3.14233, 2.15821, -1.78143)  0.029
H (2.55833, 0.95921, -1.03243)  -0.007
O (1.48333, 2.60921, 0.88757)  -0.048
H (0.81233, 2.58921, 1.54957)  -0.026
H (1.28033, 1.76721, 0.36957)  -0.001
O (-0.23167, -2.14879, -1.91843)  -0.052
H (-0.95967, -2.52779, -2.41943)  0.074
H (-0.59267, -2.21179, -1.05043)  0.000



# 4
Computed, not measured: 12 unconnected molecules or ions with the total composition CH26O11 at a distorted geometry, with ωB97M-V/def2-TZVPD.

Output
**LUMO level**: 0.17 eV
**HOMO-LUMO gap**: 10.5 eV
**Structure (SMILES)**: C.O.O.O.O.O.O.O.O.O.O.O
**Strongest force on any atom**: 0.1458 hartree/bohr
**Electronic energy**: -23978.9609 eV
**Net charge**: 0

Each line ends with the Löwdin charge.
Element x y z (Å)
C (0.57332, -2.37705, -2.66712)  -0.007
H (0.63818, -2.20277, -3.62158)  -0.041
H (-0.55452, -2.60037, -2.65504)  0.081
H (0.80583, -1.54907, -2.03864)  -0.028
H (1.03762, -3.27422, -2.41735)  0.017
O (0.27712, -3.25863, 1.18307)  -0.081
H (0.17511, -3.88098, 0.48433)  -0.003
H (0.63037, -2.50250, 0.63279)  0.012
O (-3.02424, 1.74375, 0.49985)  0.063
H (-3.36756, 2.54730, 0.19084)  0.068
H (-2.17406, 1.84953, 0.62400)  -0.042
O (-2.46120, -0.30523, 2.46448)  -0.098
H (-2.26456, 0.09125, 3.38493)  0.080
H (-3.26586, 0.17950, 2.21422)  0.021
O (1.85549, 1.13733, 2.35572)  -0.024
H (1.19007, 0.87716, 2.93134)  -0.052
H (1.91695, 2.05333, 2.32233)  -0.010
O (-0.85516, 1.87502, -1.85479)  -0.061
H (-1.71411, 1.55651, -1.94704)  -0.023
H (-0.49027, 1.04686, -2.24024)  0.042
O (-0.01638, -0.30516, 3.47253)  -0.013
H (0.31628, -0.89266, 4.10932)  0.045
H (-0.25323, -0.86105, 2.75136)  0.026
O (0.22360, 2.72505, 0.58449)  -0.090
H (-0.04405, 2.18776, -0.27394)  0.054
H (0.31190, 3.64733, 0.44217)  0.008
O (4.22483, -0.17296, 0.30195)  -0.153
H (3.82595, 0.56120, -0.23926)  0.023
H (4.15821, 0.42989, 1.21623)  0.124
O (1.35199, 0.54237, -2.44667)  -0.021
H (1.75066, 1.20775, -2.84758)  -0.021
H (1.73347, -0.33189, -2.81291)  0.101
O (-2.55861, -0.08778, -1.34608)  -0.088
H (-2.98218, -0.87747, -1.55691)  0.009
H (-2.93747, 0.68925, -0.75009)  0.059
O (0.56235, -0.83142, 0.00990)  -0.053
H (-0.07439, -0.31623, -0.33366)  -0.051
H (1.47856, -0.32074, -0.12694)  0.127



# 5
Computed, not measured: a molecular structure, CH27LiO13 at a distorted geometry, with ωB97M-V/def2-TZVPD.

Output
**LUMO level**: -1.09 eV
**HOMO-LUMO gap**: 7.3 eV
**Energy relative to the best compared isomer or geometry (same formula, charge and spin)**: 0.822 eV
**Strongest force on any atom**: 0.2560 hartree/bohr
**Electronic energy**: -28295.0235 eV
**Net charge**: 0

Each line ends with the Löwdin charge.
Element x y z (Å)
Li (-59.41108, -19.87997, 9.55055)  0.799
C (-61.13056, -16.23635, 9.75260)  -0.380
O (-60.74231, -15.57541, 10.75653)  -0.375
H (-60.43343, -17.06126, 9.45564)  0.059
H (-61.30416, -15.52709, 8.85355)  0.089
H (-62.01843, -16.69945, 10.12423)  0.048
O (-61.90795, -19.63920, 9.57159)  -0.101
H (-62.60550, -20.20494, 9.39536)  -0.011
H (-62.37928, -18.66450, 9.54705)  0.110
O (-59.18441, -19.04411, 7.64905)  -0.049
H (-59.91619, -18.85509, 7.20906)  -0.034
H (-58.54465, -18.26036, 7.59936)  0.122
O (-63.89910, -14.79229, 8.17903)  -0.085
H (-64.50341, -14.55036, 7.43961)  0.080
H (-62.91723, -14.62561, 8.01566)  0.037
O (-64.88821, -17.24697, 11.88493)  -0.112
H (-64.88708, -18.11855, 12.37606)  0.074
H (-64.58672, -17.42666, 10.91763)  0.037
O (-60.39544, -13.99126, 13.03370)  -0.167
H (-60.43136, -14.79227, 12.30130)  0.063
H (-59.73903, -13.29534, 12.74048)  0.040
O (-61.11141, -13.13362, 9.58980)  -0.118
H (-62.08191, -13.04863, 10.00296)  0.143
H (-61.01199, -14.03067, 10.00836)  -0.006
O (-63.34614, -15.14447, 11.91392)  0.021
H (-62.46430, -15.37975, 11.62959)  -0.022
H (-63.58101, -15.96095, 11.90127)  -0.139
O (-59.56190, -19.22440, 11.47645)  -0.003
H (-59.92281, -18.54711, 11.78790)  -0.128
H (-58.66725, -19.32738, 11.86694)  0.102
O (-61.40722, -13.77688, 7.09235)  -0.005
H (-60.77364, -14.32240, 6.72095)  0.014
H (-61.10911, -13.69049, 7.93886)  -0.081
O (-64.37223, -17.33240, 9.05758)  -0.138
H (-64.15296, -16.47783, 8.56034)  0.024
H (-65.35726, -17.46900, 8.79379)  0.108
O (-57.87407, -16.06826, 10.04781)  -0.052
H (-58.77875, -16.25264, 10.32323)  -0.014
H (-57.73740, -15.14047, 10.09613)  0.021
O (-61.25129, -17.42284, 12.94246)  -0.103
H (-60.66774, -17.09049, 13.76415)  0.143
H (-61.21454, -16.90147, 12.12022)  -0.013



# 6
Computed, not measured: a molecular structure, CH27MnO16 at a distorted geometry, with ωB97M-V/def2-TZVPD.

Output
**LUMO level (alpha / beta)**: -3.15 / -3.26 eV
**<S²>**: 8.75
**HOMO-LUMO gap (alpha / beta)**: 8.8 / 8.7 eV
**Energy relative to the best compared isomer or geometry (same formula, charge and spin)**: 0.000 eV
**2S+1**: 6
**Strongest force on any atom**: 0.0640 hartree/bohr
**Electronic energy**: -65553.1436 eV
**Net charge**: +1

Each line ends with the Löwdin spin population.
Element x y z (Å)
Mn (5.20700, -26.35200, 15.08900)  4.721
C (6.73700, -27.98800, 14.03500)  0.012
O (5.69300, -28.40900, 14.56200)  0.043
O (7.27000, -28.56900, 12.92200)  0.003
O (7.15000, -26.87800, 14.44900)  0.049
H (6.61100, -29.28300, 12.90100)  0.000
O (9.83600, -26.70000, 14.54300)  0.001
H (8.94000, -26.97300, 14.62000)  0.001
H (10.23900, -27.15700, 13.82900)  0.000
O (5.95600, -24.27600, 14.54900)  0.037
H (5.76000, -23.97200, 13.66700)  0.001
H (5.77700, -23.59500, 15.15700)  0.002
O (3.57900, -27.72300, 16.24400)  0.029
H (3.74800, -28.63900, 16.51300)  0.001
H (2.64800, -27.57100, 16.51700)  0.002
O (8.58100, -26.33700, 11.78200)  0.000
H (9.42000, -26.49700, 11.33000)  0.000
H (8.22500, -27.21800, 11.94700)  0.000
O (5.85300, -25.56900, 12.04700)  0.004
H (5.34800, -25.50300, 11.25900)  0.000
H (6.78000, -25.88600, 11.86400)  0.000
O (6.09000, -25.95100, 16.98600)  0.043
H (5.95000, -25.99000, 17.89800)  0.003
H (7.04100, -26.11600, 16.96500)  0.001
O (4.12000, -29.94600, 12.87000)  0.000
H (3.18100, -30.01000, 12.77300)  0.000
H (4.32100, -29.59500, 13.76600)  0.000
O (3.72200, -26.80100, 13.62100)  0.041
H (3.01200, -27.31800, 14.09500)  0.003
H (3.93600, -27.14200, 12.75300)  0.002
O (4.14400, -27.79300, 11.17000)  0.001
H (4.13200, -28.70900, 11.39400)  0.000
H (5.07900, -27.68100, 10.96400)  0.000
O (6.76800, -27.66800, 10.14800)  0.000
H (7.03900, -26.74700, 9.91300)  0.000
H (6.91300, -28.22900, 9.34900)  0.000
O (8.80200, -25.87800, 17.00300)  0.000
H (9.37200, -26.16200, 16.27900)  0.000
H (9.50600, -25.66300, 17.63700)  0.000
O (8.53100, -24.41500, 14.08700)  0.000
H (7.59000, -24.30100, 14.40400)  0.000
H (8.65300, -25.36400, 13.77500)  0.000
O (8.83500, -29.45900, 10.63800)  0.000
H (9.24300, -29.51200, 9.74300)  0.000
H (8.05500, -28.90100, 10.73900)  0.000